76
Properties=species:S:1:pos:R:3:forces:R:3:mulliken_spin:R:1 method="wB97M-V/def2-TZVPD" total_energy_ha=-4339.7693 homo_ev="-4.6 / -4.7" molar_mass_g_mol=825.592 relative_energy_kcal_mol=13.7 multiplicity=4 fmax_ev_per_a=0.8 charge=-1 orbital_gap_ha="0.2623 / 0.2683"
Cr 0.29075 -1.61983 -0.44429 -0.029 0.761 -0.077 3.074
C 4.96288 3.28435 -2.77703 -0.081 -0.053 0.048 -0.001
C 3.77133 2.48410 -2.30834 0.058 0.054 -0.010 0.011
C 2.47156 2.82487 -2.66073 -0.039 -0.009 -0.059 -0.007
C 1.39900 2.08264 -2.21520 -0.003 0.062 -0.056 0.015
C 1.53419 0.96108 -1.37222 -0.227 -0.041 0.042 0.060
N 0.37857 0.32563 -0.87853 0.010 0.079 0.019 -0.088
C -0.79873 1.10486 -0.85399 0.105 -0.127 -0.080 -0.025
C -0.79467 2.40669 -0.35014 0.029 0.050 0.115 0.004
C -1.93532 3.18651 -0.32970 0.038 0.065 0.068 0.003
C -3.14623 2.68948 -0.78900 -0.054 -0.017 -0.010 0.001
C -4.41540 3.50220 -0.71524 0.049 -0.055 -0.002 0.000
C -3.16096 1.39354 -1.29103 0.043 -0.002 -0.071 0.002
C -2.01695 0.60212 -1.34699 -0.029 -0.173 0.079 -0.016
C -2.01079 -0.85601 -1.83844 0.014 -0.026 0.017 -0.009
O -1.59401 -1.71623 -0.86058 0.351 0.250 -0.128 0.011
C -3.41618 -1.36505 -2.24447 0.159 0.021 0.217 0.001
F -4.26781 -1.28329 -1.21314 -0.061 0.085 -0.053 0.000
F -3.38746 -2.64981 -2.60801 -0.061 -0.095 -0.032 0.000
F -3.94485 -0.66854 -3.27233 -0.123 0.044 -0.097 -0.001
C -1.07149 -0.98493 -3.12829 -0.057 -0.168 0.291 0.008
F 0.08524 -1.64003 -2.77828 -0.046 0.048 -0.128 0.003
F -0.72179 0.18313 -3.65896 0.062 0.055 -0.034 0.002
F -1.58666 -1.71716 -4.12443 -0.014 -0.003 -0.049 0.000
C 2.85794 0.54513 -1.11780 0.151 -0.056 0.071 -0.015
C 3.92457 1.33749 -1.55053 -0.018 -0.110 -0.020 -0.007
C 3.14887 -0.77232 -0.38592 0.026 -0.036 -0.142 0.014
O 2.18786 -1.72331 -0.56841 -0.189 0.239 0.113 -0.024
C 4.44005 -1.48009 -0.94221 -0.197 0.073 0.148 0.000
F 5.61168 -0.91204 -0.58394 0.063 0.100 0.008 0.000
F 4.41338 -1.51563 -2.28222 -0.011 0.039 -0.043 0.000
F 4.50723 -2.74565 -0.52061 0.008 -0.082 0.065 0.000
C 3.32947 -0.47686 1.13237 -0.112 -0.142 -0.118 0.008
F 3.52722 -1.59472 1.83632 0.055 0.010 0.029 -0.001
F 4.35471 0.35593 1.39486 0.042 0.009 -0.038 0.000
F 2.22469 0.11705 1.61351 0.064 -0.016 -0.039 -0.002
H 4.71968 4.34646 -2.84962 0.008 -0.025 0.004 0.000
H 5.30439 2.95714 -3.76365 -0.018 0.001 0.027 0.001
H 5.80144 3.17672 -2.08666 -0.018 0.003 -0.023 0.000
H 2.29092 3.68328 -3.30154 -0.011 -0.020 0.025 0.000
H 0.40326 2.38063 -2.51182 0.056 0.013 -0.029 0.002
H 0.14010 2.80987 0.02352 -0.029 -0.021 -0.005 0.001
H -1.88424 4.19750 0.06740 0.003 -0.053 -0.011 0.000
H -4.19520 4.56223 -0.57698 -0.003 -0.022 -0.012 0.000
H -5.03835 3.18030 0.12447 0.009 0.011 -0.019 0.000
H -5.01265 3.39432 -1.62363 0.029 0.005 0.031 0.000
H -4.10144 1.01543 -1.66290 -0.024 -0.037 0.000 0.000
H 4.93168 1.03915 -1.29482 -0.002 -0.023 0.018 0.000
C -3.65827 2.96551 3.60181 0.030 -0.023 0.015 0.000
C -2.82054 1.72660 3.42145 -0.050 0.022 0.013 -0.001
C -1.58054 1.80684 2.79474 0.020 0.009 -0.050 0.007
C -0.78683 0.68758 2.61590 0.086 -0.005 0.049 0.013
C -1.23981 -0.53159 3.09704 -0.175 -0.034 0.036 0.010
C -2.47160 -0.64200 3.72609 -0.004 0.040 -0.122 -0.002
C -3.25852 0.48895 3.87839 -0.052 0.015 -0.018 0.000
S -0.22297 -1.96756 3.09978 -0.040 0.071 -0.194 0.004
O 0.95366 -1.65906 3.86896 0.071 -0.025 0.024 0.002
O -1.03920 -3.06976 3.55448 0.084 -0.027 0.149 -0.003
N 0.13206 -2.20492 1.53581 0.190 -0.562 -0.186 -0.070
C 0.53622 -3.47865 1.19006 -0.048 0.057 0.008 0.038
C 1.05401 -4.50880 1.99625 -0.086 0.063 0.003 -0.014
C 1.44447 -5.67002 1.37645 0.012 -0.043 -0.044 0.008
C 1.35158 -5.81336 -0.01310 0.047 -0.075 0.101 -0.001
C 0.87447 -4.75007 -0.73570 -0.133 0.146 -0.046 0.017
N 0.45590 -3.63022 -0.14405 0.148 -0.419 0.178 -0.030
H -3.59878 3.60811 2.72168 -0.004 -0.016 -0.005 0.000
H -3.30869 3.54719 4.45875 -0.012 0.001 -0.012 0.000
H -4.70541 2.71416 3.77473 0.020 0.001 -0.006 0.000
H -1.23581 2.76308 2.42477 -0.001 0.019 -0.016 0.000
H 0.17185 0.75991 2.11382 -0.123 0.001 0.078 -0.005
H -2.80116 -1.61251 4.07327 0.025 0.059 0.000 0.000
H -4.23065 0.40410 4.35314 0.034 0.014 -0.012 0.000
H 1.15238 -4.36861 3.06198 -0.015 -0.014 -0.022 0.000
H 1.84838 -6.47919 1.97342 -0.009 0.013 -0.003 0.001
H 1.66612 -6.71823 -0.51329 -0.003 0.013 0.022 0.000
H 0.80621 -4.77578 -1.81643 0.009 0.038 0.009 -0.001